80
Properties=species:S:1:pos:R:3:forces:R:3:mulliken_charge:R:1 method="wB97M-V/def2-TZVPD" multiplicity=1 de_lowest_kcal_mol=21.5 total_charge=-1 max_force_ha_per_bohr=0.0620 e_homo_ev=-4.676 homo_lumo_gap_ev=6.731
Cs -0.3143 0.1735 -0.4871 1.86 -1.19 2.29 1.06
C 2.5869 -0.4895 1.7872 -0.05 -0.28 -0.03 0.61
C 1.9150 -1.5830 2.6208 0.08 0.18 0.13 -1.12
O 0.5356 -1.5728 2.3472 0.02 -0.06 -0.16 0.28
C -0.2088 -2.4156 3.1805 -0.11 0.05 0.07 -0.77
C -1.6838 -2.3020 2.8034 0.20 -0.07 0.02 -0.55
O -2.1355 -0.9991 2.5236 -0.01 0.03 -0.14 -0.06
C -2.2592 -0.0897 3.5861 0.08 0.14 0.04 -0.97
C -1.0054 0.7193 3.8845 -0.03 -0.17 0.00 -0.09
O -0.7201 1.5232 2.7708 -0.05 -0.03 -0.13 -0.17
C 0.4709 2.2794 2.8514 0.19 -0.05 0.00 -0.35
C 1.7384 1.4411 2.8779 -0.16 -0.04 0.12 -0.62
O 1.8123 0.6832 1.6979 0.08 0.25 0.21 0.17
H 2.7172 -0.8318 0.7626 -0.01 0.06 0.02 -0.74
H 3.5808 -0.2847 2.2103 0.01 0.02 -0.02 0.36
H 2.0740 -1.4247 3.7013 -0.04 -0.01 -0.01 0.42
H 2.3646 -2.5517 2.3623 0.01 0.00 0.00 0.40
H -0.0498 -2.1423 4.2378 0.04 0.02 -0.03 0.39
H 0.0995 -3.4646 3.0634 -0.03 -0.02 0.01 0.39
H -2.2742 -2.7582 3.6127 -0.05 -0.01 -0.04 0.47
H -1.8437 -2.8628 1.8842 -0.05 -0.03 0.01 0.15
H -2.5824 -0.5978 4.5066 -0.01 -0.02 0.00 0.42
H -3.0369 0.6128 3.2773 -0.04 -0.02 0.06 0.33
H -0.1741 0.0486 4.1202 0.00 0.03 -0.01 0.14
H -1.2018 1.3437 4.7716 0.01 0.02 0.01 0.32
H 0.4620 2.9205 3.7467 -0.03 0.02 -0.01 0.38
H 0.4868 2.9057 1.9596 -0.03 0.06 0.03 -0.06
H 1.7475 0.7949 3.7646 0.04 -0.01 -0.03 0.32
H 2.6032 2.1157 2.9605 -0.01 0.02 -0.01 0.35
O -0.9794 -4.3147 0.1623 -0.08 -0.22 0.00 -0.71
C 0.0935 -5.1182 0.2482 0.07 0.04 -0.07 0.09
C -0.0504 -6.3896 0.8064 -0.07 -0.05 0.05 -0.66
C 1.0370 -7.2383 0.9006 -0.02 0.01 -0.01 -0.37
C 2.2867 -6.8348 0.4429 0.08 -0.01 0.00 -0.68
C 2.4363 -5.5711 -0.1041 -0.05 -0.02 0.07 -0.38
C 1.3577 -4.6982 -0.2091 -0.21 0.02 0.04 0.44
C 1.5023 -3.3096 -0.7444 0.13 0.47 -0.44 0.32
O 0.4539 -2.6083 -0.9257 0.17 -0.15 0.18 -0.68
N 2.7299 -2.9530 -1.0547 0.62 -1.18 0.06 -1.02
N 3.0504 -1.6732 -1.1422 -0.67 0.79 -0.24 0.34
C 3.9000 -1.2642 -2.0027 -0.03 -0.34 -0.03 -0.85
C 4.3282 0.1322 -1.9770 0.06 0.56 -0.04 1.04
C 5.4491 0.5492 -2.7070 -0.11 -0.14 0.06 -0.98
C 5.8353 1.8750 -2.6551 0.00 0.11 0.01 -0.17
C 5.0930 2.7695 -1.8969 0.06 -0.09 -0.04 -0.79
C 3.9849 2.2747 -1.2195 -0.01 0.09 0.03 -0.16
N 3.6132 1.0050 -1.2511 -0.09 -0.21 -0.01 0.01
H -0.6365 -3.5011 -0.3411 0.05 0.08 0.11 0.44
H -1.0313 -6.6934 1.1516 0.00 0.02 -0.01 0.41
H 0.9088 -8.2267 1.3267 -0.01 0.01 0.01 0.37
H 3.1384 -7.4995 0.5177 -0.01 0.00 -0.01 0.39
H 3.3980 -5.2261 -0.4574 0.00 0.02 -0.02 0.44
H 4.3314 -1.9151 -2.7679 0.03 -0.12 0.14 0.31
H 6.0065 -0.1700 -3.2945 -0.01 -0.01 0.01 0.36
H 6.7078 2.2121 -3.2021 0.00 -0.01 -0.01 0.39
H 5.3600 3.8159 -1.8368 -0.03 0.01 0.01 0.40
H 3.3486 2.9311 -0.6314 0.03 0.02 0.00 0.47
O -3.1823 2.7118 -1.7096 -0.03 -0.05 0.00 -0.72
C -2.7430 1.5601 -1.8405 -0.61 0.21 -0.40 -0.04
O -1.6027 1.2007 -2.2300 -1.30 0.98 -1.74 -0.88
C -3.7129 0.4195 -1.5193 -0.17 0.12 -0.13 0.68
C -4.7486 0.1247 -2.4048 -0.08 0.00 -0.03 -0.65
C -5.6332 -0.8887 -2.0887 0.07 0.02 0.05 -0.32
C -5.4607 -1.5835 -0.8969 -0.01 0.04 -0.05 -0.96
C -4.3926 -1.2318 -0.0887 -0.06 -0.08 0.06 0.04
N -3.5384 -0.2575 -0.3866 0.29 0.17 -0.05 0.04
H -4.8443 0.6932 -3.3208 -0.02 0.02 0.03 0.41
H -6.4486 -1.1374 -2.7572 0.00 0.00 -0.01 0.40
H -6.1370 -2.3781 -0.6112 0.04 -0.03 0.03 0.38
H -4.1967 -1.7515 0.8446 -0.03 0.01 -0.01 0.42
C -0.3947 4.1406 -2.4304 -0.13 -0.05 0.22 -0.97
S -0.6847 4.3449 -0.6593 -0.15 0.67 -0.37 0.75
C -0.8122 6.1787 -0.7319 -0.08 -0.48 -0.01 -1.13
O 0.6153 4.0678 0.0169 0.41 -0.09 0.11 -0.68
H -1.2158 4.6174 -2.9643 0.00 -0.03 -0.02 0.37
H -0.4211 3.0720 -2.6324 -0.04 -0.02 -0.01 0.22
H 0.5715 4.5816 -2.6755 0.00 0.07 0.07 0.43
H -1.7929 6.4384 -1.1321 0.02 0.01 0.01 0.36
H -0.0188 6.5795 -1.3608 0.05 -0.02 0.01 0.30
H -0.7091 6.5485 0.2863 -0.04 -0.05 0.02 0.35


83
Properties=species:S:1:pos:R:3:forces:R:3:mulliken_charge:R:1 method="wB97M-V/def2-TZVPD" multiplicity=1 de_lowest_kcal_mol=2.7 total_charge=+1 max_force_ha_per_bohr=0.0249 e_homo_ev=-9.592 homo_lumo_gap_ev=6.531
Hf -0.1524 -0.1313 -0.4172 0.72 -0.39 0.98 1.29
C -10.8413 -5.8736 5.8141 -0.02 0.00 -0.01 -0.83
O -9.5604 -6.1704 6.3465 0.00 -0.01 0.02 -0.42
C -8.4791 -5.6326 5.7470 0.04 0.00 0.00 0.82
C -7.2449 -5.9568 6.3134 -0.02 -0.01 0.02 -0.71
C -6.0866 -5.4530 5.7669 -0.02 0.04 -0.07 -0.19
C -6.1352 -4.6177 4.6493 -0.14 -0.07 0.01 0.03
C -7.3673 -4.2963 4.0857 0.05 -0.03 0.04 -0.27
C -8.5357 -4.7994 4.6275 -0.03 0.01 -0.02 -0.74
N -4.8900 -4.1623 4.1728 0.19 0.18 -0.10 -0.37
N -4.9228 -3.4164 3.1785 -0.21 -0.12 0.14 0.20
C -3.6581 -2.9507 2.7488 0.20 0.00 0.01 -0.21
C -2.4712 -3.1656 3.4139 -0.09 0.00 -0.04 -0.62
C -1.2487 -2.6680 2.9368 0.02 0.12 -0.01 -1.10
C -1.2045 -1.9204 1.7794 -0.12 -0.03 -0.08 0.40
O -0.1078 -1.4207 1.2366 -0.03 0.24 -0.21 -0.81
C -2.4209 -1.6952 1.0790 -0.03 -0.04 0.03 0.01
N -2.3057 -0.9839 -0.0825 0.09 -0.02 -0.28 0.30
C -3.3859 -0.7839 -0.8109 0.04 -0.03 0.00 -0.32
C -4.6496 -1.2527 -0.4291 -0.03 -0.02 0.04 -1.26
C -4.7844 -1.9525 0.7421 -0.02 0.04 -0.07 -0.23
C -3.6483 -2.2032 1.5394 0.09 -0.01 0.03 0.95
H -11.5542 -6.3978 6.4428 0.00 0.00 0.00 0.24
H -10.9345 -6.2303 4.7859 0.01 0.00 0.00 0.34
H -11.0458 -4.8012 5.8507 0.01 0.00 0.00 0.34
H -7.2267 -6.6060 7.1779 0.00 0.00 0.00 0.42
H -5.1213 -5.6961 6.1907 0.01 0.00 0.00 0.43
H -7.4068 -3.6520 3.2194 0.01 0.01 -0.01 0.36
H -9.4828 -4.5428 4.1764 0.00 0.00 0.00 0.38
H -2.4929 -3.7444 4.3266 -0.02 -0.01 0.01 0.54
H -0.3287 -2.8685 3.4702 0.00 0.00 -0.01 0.58
H -3.2570 -0.2357 -1.7354 0.01 0.00 0.00 0.46
H -5.4976 -1.0608 -1.0705 -0.01 -0.01 0.01 0.44
H -5.7438 -2.3316 1.0647 0.00 0.00 0.00 0.51
C -2.0701 4.1130 3.1594 0.00 0.02 -0.01 -1.08
N -1.5414 2.7789 2.9030 -0.03 0.01 0.02 0.12
C -1.2156 1.9059 4.0267 0.01 -0.02 -0.01 -0.90
C -1.3185 2.3244 1.6542 -0.01 -0.05 -0.02 0.10
N -0.7958 1.1720 1.3838 0.11 -0.06 -0.11 0.25
N -1.6877 3.1824 0.6329 0.04 0.05 0.03 -0.03
C -1.6942 2.8976 -0.7156 -0.08 -0.07 0.02 0.25
N -2.0326 3.9561 -1.4926 -0.04 0.02 0.01 -0.42
N -1.4587 1.7159 -1.1674 0.21 -0.06 0.01 -0.31
H -2.1102 4.2704 4.2315 -0.01 -0.01 0.00 0.27
H -3.0858 4.2298 2.7727 0.00 0.00 0.00 0.38
H -1.4214 4.8914 2.7489 0.00 0.00 0.00 0.39
H -1.5882 2.3573 4.9401 0.01 0.02 0.00 0.30
H -0.1369 1.7641 4.1250 0.00 -0.01 -0.01 0.34
H -1.6999 0.9336 3.9148 0.00 0.00 0.01 0.32
H -0.5394 0.6617 2.2198 0.03 -0.01 -0.02 -0.04
H -2.0355 4.0857 0.9006 -0.03 -0.01 -0.01 0.22
H -1.9785 4.8945 -1.1365 0.02 0.00 0.00 0.18
H -1.9546 3.8626 -2.4907 0.00 0.00 0.00 0.23
H -1.4726 1.7084 -2.1821 -0.03 0.00 0.00 0.15
C 2.4059 -4.0271 0.0741 -0.09 0.10 0.00 -1.08
Si 1.5641 -3.0209 -1.2638 0.01 -0.14 -0.14 0.06
C -0.2587 -3.4936 -1.3586 0.07 0.00 -0.01 -0.91
C 2.2520 -3.4457 -2.9610 -0.04 -0.07 0.09 -1.23
N 1.6730 -1.3142 -0.8877 -0.71 0.31 0.14 0.28
C 2.8931 -0.7244 -0.6411 0.13 0.06 0.03 0.63
C 4.1588 -1.1674 -1.0632 -0.03 -0.01 -0.03 -0.17
C 5.3087 -0.4457 -0.7862 0.04 0.06 0.04 -0.92
C 5.2714 0.7506 -0.0791 -0.02 -0.06 -0.03 -0.61
C 4.0454 1.2168 0.3783 0.02 -0.03 0.11 -1.10
C 2.9496 0.4520 0.0954 -0.11 0.01 -0.09 0.31
F 1.6829 0.8874 0.5706 -0.07 0.10 -0.21 0.01
H 2.2426 -5.0968 -0.0712 0.00 0.00 -0.04 0.42
H 1.9906 -3.7499 1.0466 0.00 -0.02 0.00 0.24
H 3.4828 -3.8564 0.1134 0.00 0.02 -0.02 0.37
H -0.3174 -4.5800 -1.2471 0.01 0.00 -0.03 0.51
H -0.6898 -3.2448 -2.3301 0.01 0.04 0.00 0.25
H -0.8989 -3.0832 -0.5787 0.01 -0.01 0.05 0.24
H 1.9849 -4.4803 -3.1974 -0.01 0.01 0.01 0.35
H 3.3357 -3.3711 -3.0500 -0.01 0.02 0.02 0.41
H 1.8072 -2.8124 -3.7315 0.00 0.04 0.02 0.33
H 4.2353 -2.0792 -1.6379 -0.01 0.01 0.00 0.20
H 6.2576 -0.8237 -1.1433 0.00 0.00 0.00 0.42
H 6.1736 1.3117 0.1159 0.01 0.00 0.00 0.40
H 3.9469 2.1302 0.9489 0.00 0.01 -0.01 0.46
O 1.1355 -0.0863 -3.9695 -0.11 0.07 0.09 -0.61
N 0.5835 0.1440 -2.9458 0.28 0.48 -0.50 1.31
O -0.4766 -0.4915 -2.5737 -0.48 -0.48 0.20 -0.72
O 0.9465 1.0347 -2.1165 0.21 -0.16 -0.02 -0.57


72
Properties=species:S:1:pos:R:3:forces:R:3:mulliken_charge:R:1 method="wB97M-V/def2-TZVPD" multiplicity=1 de_lowest_kcal_mol=26.0 total_charge=0 max_force_ha_per_bohr=0.0157 e_homo_ev=-7.481 homo_lumo_gap_ev=7.505
Sn 0.0686 1.0439 0.1732 0.46 0.42 0.51 0.53
C -2.5645 1.8354 3.6643 0.10 -0.06 0.02 -1.51
C -1.2638 1.0767 3.5642 -0.02 0.00 -0.04 0.76
C -1.1796 -0.1185 2.8453 0.04 0.01 0.02 -0.26
C 0.0256 -0.8180 2.7594 -0.13 -0.07 0.02 -0.43
C 1.1694 -0.3363 3.3820 -0.05 0.02 0.05 -0.18
C 1.0911 0.8403 4.1155 -0.07 0.04 -0.06 -0.84
C -0.1135 1.5341 4.2042 0.07 0.05 -0.06 -0.35
H -3.1536 1.4862 4.5153 0.02 -0.02 0.00 0.48
H -3.1678 1.6999 2.7651 0.03 -0.03 0.02 0.24
H -2.3845 2.9031 3.7995 0.03 -0.05 0.00 0.27
H -2.0658 -0.5055 2.3491 0.05 0.01 0.05 0.33
H 0.0784 -1.7408 2.1952 -0.04 0.01 0.01 0.36
H 2.1061 -0.8750 3.2847 -0.07 0.04 0.04 0.49
H 1.9709 1.2241 4.6196 -0.04 0.00 -0.03 0.40
H -0.1618 2.4576 4.7750 0.01 -0.07 -0.03 0.46
C -1.0133 -4.3495 -1.0795 0.05 -0.05 -0.07 -1.58
C -0.8176 -3.1686 -0.1174 -0.04 0.05 -0.07 0.76
C -1.8517 -2.0925 -0.4559 0.21 -0.19 -0.01 -1.01
C 0.6746 -2.8047 -0.0572 -0.10 -0.10 0.10 -0.10
C 1.4837 -3.7646 0.5597 -0.05 0.01 0.06 -0.72
C 2.8563 -3.6234 0.6468 -0.02 0.09 -0.04 -1.65
C 3.4548 -2.4950 0.1059 -0.02 -0.10 0.04 -0.11
C 2.6914 -1.4980 -0.4882 -0.01 0.04 0.04 1.28
C 3.4075 -0.2799 -1.0445 0.12 -0.05 0.04 0.94
C 4.3300 -0.6716 -2.2038 0.05 0.01 -0.02 -1.57
C 4.1786 0.4674 0.0512 0.08 -0.07 -0.03 -1.51
C 1.2882 -1.6440 -0.5566 -0.02 -0.23 -0.02 -0.57
N 0.5152 -0.5825 -1.0980 -0.23 0.24 -0.70 0.93
C 0.3501 -0.5117 -2.4725 0.04 0.01 -0.01 0.85
C 0.5207 -1.5680 -3.3770 -0.02 -0.01 -0.02 -0.71
C 0.3123 -1.3888 -4.7441 0.02 0.00 0.14 -0.98
C -0.0543 -0.1558 -5.2628 0.00 -0.05 0.00 -0.59
C -0.1913 0.9259 -4.3969 0.01 0.00 -0.09 -0.81
C 0.0178 0.7114 -3.0636 0.03 -0.05 0.12 0.16
F -0.0467 1.7999 -2.2125 -0.02 0.03 0.10 -0.38
H -2.0584 -4.6718 -1.0757 0.07 0.03 -0.01 0.47
H -0.3926 -5.2068 -0.8122 0.00 0.05 -0.02 0.38
H -0.7554 -4.0506 -2.1007 -0.06 -0.03 0.08 0.30
H -1.0631 -3.5288 0.8884 0.02 -0.07 0.03 0.49
H -1.7158 -1.6798 -1.4548 -0.07 -0.03 0.14 0.15
H -1.8488 -1.2594 0.2463 0.01 -0.04 -0.07 -0.32
H -2.8459 -2.5464 -0.4180 0.03 0.02 0.05 0.50
H 1.0106 -4.6418 0.9942 0.03 0.05 -0.08 0.51
H 3.4551 -4.3860 1.1318 -0.03 0.04 -0.03 0.40
H 4.5340 -2.3876 0.1487 -0.07 0.01 0.03 0.36
H 2.6618 0.4021 -1.4432 -0.12 0.07 -0.05 -0.19
H 5.1042 -1.3727 -1.8743 -0.07 0.07 -0.03 0.31
H 4.8301 0.2126 -2.6105 -0.04 -0.06 0.03 0.43
H 3.7649 -1.1438 -3.0118 0.03 0.02 0.07 0.35
H 4.9988 -0.1409 0.4479 -0.08 0.05 -0.05 0.33
H 3.5267 0.7278 0.8875 -0.03 0.01 -0.01 0.27
H 4.6110 1.3903 -0.3448 -0.02 -0.06 0.00 0.42
H 0.8282 -2.5343 -2.9924 -0.05 0.04 -0.03 0.53
H 0.4362 -2.2344 -5.4100 0.02 0.02 0.04 0.43
H -0.2236 -0.0260 -6.3245 0.02 -0.02 0.07 0.39
H -0.4417 1.9209 -4.7477 0.00 -0.10 0.05 0.48
C -3.1126 4.7095 1.4584 0.06 -0.10 -0.13 -1.72
C -2.1846 3.6398 0.9419 -0.37 -0.09 -0.34 0.79
N -0.9708 3.5213 1.3085 0.06 0.09 -0.06 0.10
O -0.5852 4.4778 2.2577 -0.04 -0.15 0.00 -0.56
C -2.7150 2.6639 -0.0470 -0.03 0.07 0.16 0.14
C -4.0054 2.9094 -0.7627 -0.07 0.11 0.06 -1.91
N -2.0784 1.5517 -0.3031 0.12 -0.07 -0.01 0.77
O -2.5717 0.6813 -1.1091 0.00 0.19 -0.05 -0.77
H -2.8174 5.0191 2.4546 0.03 0.01 0.07 0.45
H -4.1408 4.3510 1.4728 0.04 0.01 0.00 0.38
H -3.0720 5.5924 0.8134 0.01 -0.07 0.02 0.41
H 0.2863 4.1580 2.5140 0.06 0.05 0.01 0.37
H -4.2097 3.9763 -0.8577 -0.02 -0.04 0.03 0.43
H -4.8568 2.4364 -0.2596 0.07 0.01 -0.02 0.30
H -3.9436 2.4563 -1.7509 0.03 -0.01 -0.01 0.46